The following is a quantum chemistry calculation of an isolated molecule of C22H34N2O5, from the OMol25 dataset.

Positions of all 63 atoms, in Å:
C -0.78 -4.06 -6.32
C -1.20 -2.63 -5.94
C -2.37 -2.60 -4.97
C -3.66 -2.31 -5.45
C -4.74 -2.28 -4.57
C -4.56 -2.53 -3.22
C -3.28 -2.82 -2.73
C -2.17 -2.85 -3.60
O -0.88 -3.12 -3.18
C -0.60 -3.25 -1.80
C 0.93 -3.35 -1.63
C 1.60 -1.99 -1.45
O 2.30 -1.57 -2.38
N 1.43 -1.27 -0.31
C 0.64 -1.70 0.85
C 1.93 0.11 -0.20
C 0.90 1.18 -0.67
C 1.17 1.66 -2.10
N 0.85 2.34 0.23
C 0.36 2.33 1.48
O -0.08 1.30 1.99
C 0.39 3.67 2.25
O 0.14 3.54 3.65
C 1.18 2.95 4.42
C 0.74 2.94 5.90
C 0.70 4.31 6.55
C 2.11 4.54 7.09
O 2.72 3.24 7.08
C 1.75 2.24 6.80
H 0.06 -4.05 -7.02
H -0.46 -4.62 -5.44
H -1.60 -4.60 -6.79
H -0.36 -2.09 -5.50
H -1.46 -2.07 -6.85
H -3.81 -2.12 -6.50
H -5.73 -2.05 -4.95
H -5.40 -2.50 -2.54
H -3.17 -3.02 -1.68
H -1.02 -2.42 -1.23
H -1.06 -4.17 -1.44
H 1.19 -3.95 -0.76
H 1.37 -3.88 -2.48
H 0.33 -2.75 0.81
H 1.22 -1.58 1.76
H -0.26 -1.09 0.95
H 2.21 0.29 0.84
H 2.85 0.22 -0.78
H -0.10 0.73 -0.67
H 1.23 0.81 -2.78
H 0.38 2.31 -2.47
H 2.13 2.18 -2.18
H 1.15 3.22 -0.16
H 1.33 4.19 2.07
H -0.40 4.30 1.83
H 1.40 1.94 4.09
H 2.11 3.52 4.31
H -0.22 2.43 5.95
H 0.41 5.09 5.84
H -0.04 4.33 7.36
H 2.66 5.21 6.44
H 2.06 4.94 8.11
H 1.30 1.86 7.72
H 2.22 1.36 6.34

Computed properties:
* gap between HOMO and LUMO: 0.3311 Ha
* energy: -36583.234 eV
* relative energy (zero: lowest compared OMol25 entry of this formula, charge and spin): 0.681 eV
* net charge: 0
* HOMO level: -0.30977 Eh
* maximum force: 0.0296 Eh/bohr

Charges computed using Löwdin, reported in e:
1. C -0.09
2. C -0.19
3. C -0.16
4. C -0.04
5. C -0.10
6. C -0.09
7. C -0.02
8. C -0.20
9. O -0.05
10. C -0.18
11. C -0.06
12. C -0.45
13. O 0.04
14. N -0.08
15. C -0.04
16. C -0.09
17. C -0.31
18. C -0.04
19. N 0.09
20. C -0.44
21. O 0.06
22. C -0.10
23. O -0.12
24. C -0.17
25. C -0.26
26. C -0.13
27. C -0.18
28. O -0.13
29. C -0.17
30. H 0.07
31. H 0.07
32. H 0.07
33. H 0.11
34. H 0.10
35. H 0.11
36. H 0.10
37. H 0.10
38. H 0.10
39. H 0.12
40. H 0.13
41. H 0.11
42. H 0.13
43. H 0.08
44. H 0.09
45. H 0.08
46. H 0.12
47. H 0.12
48. H 0.15
49. H 0.08
50. H 0.08
51. H 0.08
52. H 0.14
53. H 0.12
54. H 0.13
55. H 0.12
56. H 0.13
57. H 0.15
58. H 0.12
59. H 0.12
60. H 0.12
61. H 0.11
62. H 0.12
63. H 0.12